(A)
{
  "formula": "C2H9N2S2",
  "method": "ωB97M-V with the def2-TZVPD basis set",
  "species": ["C", "C", "N", "N", "S", "S", "H", "H", "H", "H", "H", "H", "H", "H", "H"],
  "positions_angstrom": [[-0.40, 0.48, 1.37], [0.03, 0.80, 0.02], [-0.84, 1.67, -0.53], [-0.33, -1.60, -1.30], [2.39, -1.01, 0.22], [1.53, 0.50, -0.78], [0.36, -0.15, 1.95], [-0.56, 1.31, 1.95], [-1.47, -0.03, 1.41], [-1.55, 2.03, 0.14], [-0.68, 2.25, -1.42], [-0.37, -2.22, -0.44], [-1.32, -1.50, -1.52], [0.03, -2.21, -2.04], [3.18, -0.31, 0.97]],
  "total_charge": 1,
  "homo_ev": -13.5
}

=====

(B)
{
  "formula": "C2H9N2S2",
  "method": "ωB97M-V with the def2-TZVPD basis set",
  "species": ["C", "N", "C", "N", "H", "H", "H", "H", "H", "H", "H", "S", "S", "H", "H"],
  "positions_angstrom": [[-2.47, -1.20, -0.75], [-1.06, -0.76, -0.89], [-0.71, 0.45, -0.59], [0.52, 0.94, -0.63], [-2.45, -2.24, -0.42], [-2.98, -1.14, -1.71], [-2.97, -0.58, -0.02], [-0.51, -1.34, -1.51], [-1.44, 1.17, -0.23], [1.32, 0.35, -0.81], [0.68, 1.84, -0.21], [3.55, -0.35, 2.20], [2.59, 1.51, 2.55], [4.38, 0.13, 1.26], [1.55, 1.20, 1.76]],
  "total_charge": 1,
  "homo_ev": -12.6
}

=====

(B) is the most stable structure; the next one sits 0.0235 hartree above it.

=====

(A)
{
  "formula": "C33H44CoN6O3S2",
  "method": "ωB97M-V with the def2-TZVPD basis set",
  "species": ["Co", "C", "C", "C", "C", "C", "N", "C", "C", "C", "N", "C", "C", "C", "C", "C", "C", "C", "C", "N", "C", "C", "C", "N", "C", "C", "C", "C", "O", "C", "O", "H", "H", "H", "H", "H", "H", "H", "H", "H", "H", "H", "H", "H", "H", "H", "H", "H", "H", "H", "H", "H", "H", "H", "H", "H", "H", "H", "H", "S", "C", "N", "C", "C", "S", "H", "H", "H", "H", "H", "O", "C", "C", "C", "C", "C", "C", "N", "H", "H", "H", "H", "H", "H", "H", "H", "H", "H", "H"],
  "positions_angstrom": [[-0.86, -1.45, 0.66], [5.04, -2.00, -2.51], [3.97, -1.83, -1.45], [3.98, -0.78, -0.57], [3.00, -0.65, 0.45], [3.06, 0.24, 1.55], [3.63, 1.40, 1.66], [4.13, 2.28, 0.58], [3.05, 2.58, -0.47], [1.84, 3.37, 0.04], [0.92, 2.55, 0.85], [0.35, 2.95, 1.95], [-0.54, 2.22, 2.76], [-0.98, 2.82, 3.97], [-1.76, 2.17, 4.88], [-2.24, 2.82, 6.15], [-2.06, 0.83, 4.59], [-1.68, 0.20, 3.41], [-1.99, -1.20, 3.29], [-1.75, -1.97, 2.30], [-2.11, -3.40, 2.46], [-2.47, -4.03, 1.12], [-1.24, -4.48, 0.39], [-0.29, -3.35, 0.25], [0.80, -3.56, -0.36], [1.89, -2.61, -0.44], [2.93, -2.76, -1.34], [1.89, -1.54, 0.47], [0.92, -1.34, 1.31], [-0.99, 0.90, 2.41], [-0.76, 0.43, 1.24], [5.87, -1.31, -2.36], [4.63, -1.83, -3.50], [5.44, -3.01, -2.50], [4.81, -0.08, -0.61], [2.52, -0.08, 2.44], [3.64, 1.81, 2.59], [5.00, 1.85, 0.10], [4.45, 3.21, 1.05], [2.70, 1.64, -0.92], [3.51, 3.17, -1.25], [1.29, 3.76, -0.81], [2.16, 4.21, 0.65], [0.61, 1.64, 0.50], [0.64, 3.93, 2.31], [-0.67, 3.84, 4.17], [-2.03, 3.89, 6.16], [-1.76, 2.37, 7.02], [-3.32, 2.68, 6.28], [-2.60, 0.26, 5.34], [-2.47, -1.64, 4.16], [-2.96, -3.48, 3.13], [-1.27, -3.91, 2.92], [-3.03, -3.32, 0.51], [-3.11, -4.89, 1.29], [-1.51, -4.87, -0.59], [-0.76, -5.28, 0.95], [0.97, -4.53, -0.83], [2.93, -3.62, -2.01], [-3.44, -0.72, 0.05], [-3.83, 0.80, -0.55], [-4.91, 1.03, -1.26], [-5.20, 2.40, -1.70], [-4.02, 3.29, -1.27], [-2.90, 2.24, -0.27], [-5.56, 0.29, -1.44], [-6.13, 2.74, -1.25], [-5.32, 2.41, -2.78], [-4.34, 4.12, -0.65], [-3.46, 3.67, -2.12], [-0.74, -1.19, -1.31], [-0.89, -0.43, -2.29], [-0.30, 0.94, -2.33], [1.12, 0.65, -2.92], [1.19, -0.17, -4.22], [0.89, -1.69, -4.10], [-0.61, -2.05, -4.04], [-1.33, -0.89, -3.47], [-0.24, 1.38, -1.34], [-0.86, 1.60, -3.00], [1.70, 0.13, -2.15], [1.60, 1.62, -3.10], [2.21, -0.08, -4.59], [0.56, 0.29, -5.00], [1.38, -2.05, -3.20], [1.34, -2.20, -4.95], [-0.79, -2.92, -3.42], [-1.02, -2.24, -5.02], [-1.48, -0.17, -4.15]],
  "total_charge": 3,
  "homo_ev": -15.8
}

=====

(B)
{
  "formula": "C33H44CoN6O3S2",
  "method": "ωB97M-V with the def2-TZVPD basis set",
  "species": ["Co", "C", "C", "C", "C", "C", "N", "C", "C", "C", "N", "C", "C", "C", "C", "C", "C", "C", "C", "N", "C", "C", "C", "N", "C", "C", "C", "C", "O", "C", "O", "H", "H", "H", "H", "H", "H", "H", "H", "H", "H", "H", "H", "H", "H", "H", "H", "H", "H", "H", "H", "H", "H", "H", "H", "H", "H", "H", "H", "S", "C", "N", "C", "C", "S", "H", "H", "H", "H", "H", "O", "C", "C", "C", "C", "C", "C", "N", "H", "H", "H", "H", "H", "H", "H", "H", "H", "H", "H"],
  "positions_angstrom": [[-0.88, -1.34, 0.64], [5.10, -2.02, -2.37], [3.99, -1.81, -1.38], [4.02, -0.80, -0.45], [2.99, -0.64, 0.51], [3.05, 0.22, 1.65], [3.64, 1.36, 1.80], [4.18, 2.26, 0.76], [3.15, 2.59, -0.32], [1.93, 3.40, 0.11], [0.94, 2.61, 0.86], [0.32, 3.03, 1.93], [-0.60, 2.30, 2.71], [-1.02, 2.90, 3.93], [-1.78, 2.23, 4.86], [-2.23, 2.86, 6.14], [-2.05, 0.89, 4.57], [-1.69, 0.26, 3.39], [-1.95, -1.15, 3.27], [-1.69, -1.91, 2.28], [-2.04, -3.34, 2.44], [-2.52, -3.97, 1.13], [-1.33, -4.36, 0.28], [-0.41, -3.21, 0.15], [0.69, -3.43, -0.46], [1.81, -2.51, -0.50], [2.88, -2.68, -1.37], [1.84, -1.47, 0.46], [0.87, -1.27, 1.28], [-1.03, 0.98, 2.36], [-0.81, 0.51, 1.18], [5.95, -1.39, -2.15], [4.76, -1.79, -3.39], [5.43, -3.06, -2.37], [4.89, -0.17, -0.41], [2.50, -0.13, 2.53], [3.64, 1.74, 2.74], [5.07, 1.81, 0.31], [4.51, 3.16, 1.27], [2.82, 1.67, -0.82], [3.67, 3.18, -1.08], [1.44, 3.80, -0.78], [2.21, 4.24, 0.73], [0.64, 1.69, 0.52], [0.61, 4.02, 2.29], [-0.71, 3.92, 4.13], [-2.03, 3.93, 6.14], [-1.72, 2.42, 7.00], [-3.30, 2.72, 6.29], [-2.57, 0.30, 5.32], [-2.42, -1.62, 4.13], [-2.83, -3.42, 3.18], [-1.16, -3.86, 2.82], [-3.16, -3.28, 0.59], [-3.13, -4.85, 1.34], [-1.63, -4.71, -0.71], [-0.78, -5.16, 0.77], [0.84, -4.41, -0.90], [2.86, -3.52, -2.06], [-3.29, -0.97, 0.06], [-3.74, 0.53, -0.58], [-4.92, 0.69, -1.14], [-5.34, 2.02, -1.57], [-4.14, 2.96, -1.36], [-2.84, 2.01, -0.50], [-5.56, -0.09, -1.20], [-6.20, 2.34, -0.99], [-5.63, 1.99, -2.62], [-4.40, 3.81, -0.73], [-3.74, 3.33, -2.30], [-0.66, -1.00, -1.33], [-0.73, -0.19, -2.27], [0.10, 1.04, -2.38], [1.37, 0.51, -3.10], [1.17, -0.29, -4.40], [0.60, -1.72, -4.26], [-0.92, -1.80, -4.05], [-1.36, -0.54, -3.41], [0.32, 1.46, -1.41], [-0.40, 1.80, -2.99], [1.92, -0.12, -2.39], [2.00, 1.38, -3.33], [2.15, -0.38, -4.86], [0.57, 0.29, -5.12], [1.10, -2.20, -3.41], [0.87, -2.30, -5.14], [-1.22, -2.64, -3.43], [-1.46, -1.88, -5.00], [-1.40, 0.22, -4.08]],
  "total_charge": 3,
  "homo_ev": -15.8
}

=====

(B) is the most stable structure; the next one sits 0.0253 hartree above it.

=====

(A)
{
  "formula": "C3H4BrClO",
  "method": "ωB97M-V with the def2-TZVPD basis set",
  "species": ["O", "C", "C", "Br", "C", "Cl", "H", "H", "H", "H"],
  "positions_angstrom": [[0.44, -1.89, 0.62], [-0.10, -1.46, -0.32], [-0.38, 0.31, -0.50], [-2.26, 0.21, 0.02], [0.52, 1.10, 0.51], [2.12, 0.42, 0.40], [-0.73, -1.98, -1.08], [-0.33, 0.29, -1.58], [0.52, 2.21, 0.40], [0.21, 0.79, 1.52]],
  "homo_ev": -9.5
}

=====

(B)
{
  "formula": "C3H4BrClO",
  "method": "ωB97M-V with the def2-TZVPD basis set",
  "species": ["O", "C", "Cl", "Br", "H", "H", "C", "C", "H", "H"],
  "positions_angstrom": [[1.56, -0.61, -0.51], [2.31, 0.39, -0.76], [4.01, -0.04, -1.02], [2.28, 1.64, 0.95], [1.77, -1.17, 0.31], [2.05, 0.95, -1.55], [-1.65, 1.18, 1.41], [-1.67, 0.52, 0.44], [-1.83, 1.76, 2.24], [-1.74, 0.01, -0.47]],
  "homo_ev": -10.1
}

=====

(A) is the most stable structure; the next one sits 0.0531 hartree above it.

=====

(A)
{
  "formula": "CH5IOSi",
  "method": "ωB97M-V with the def2-TZVPD basis set",
  "species": ["C", "Si", "O", "H", "H", "H", "H", "I", "H"],
  "positions_angstrom": [[1.33, -0.67, -0.50], [-0.28, 0.18, -0.97], [-1.57, 0.09, -0.26], [1.60, -1.43, -1.22], [2.12, 0.04, -0.49], [1.36, -1.27, 0.60], [0.05, 1.29, -1.86], [-2.43, 1.16, 3.10], [-2.19, 0.62, 1.60]],
  "homo_ev": -9.4
}

=====

(B)
{
  "formula": "CH5IOSi",
  "method": "ωB97M-V with the def2-TZVPD basis set",
  "species": ["C", "O", "Si", "I", "H", "H", "H", "H", "H"],
  "positions_angstrom": [[1.20, -0.81, 0.00], [-0.17, -0.58, 0.00], [-0.97, 0.82, 0.00], [-3.28, 0.02, 0.00], [1.36, -1.89, 0.01], [1.67, -0.37, 0.88], [1.67, -0.39, -0.89], [-0.74, 1.60, -1.21], [-0.74, 1.60, 1.21]],
  "homo_ev": -9.6
}

=====

(B) is the most stable structure; the next one sits 0.0698 hartree above it.